# C38H48O7S

8 unconnected molecules or ions with the total composition C38H48O7S (ωB97M-V with the def2-TZVPD basis set, the Open Molecules 2025 dataset).

Geometry as XYZ:
```
94
Properties=species:S:1:pos:R:3:forces:R:3
S -3.96059 11.12078 0.60650 0.6 0.9 -1.4
O -1.09978 -9.13003 -5.99265 3.4 -4.2 -0.5
O -2.35542 6.77348 8.49574 1.0 0.2 -0.7
O -0.35170 -8.72633 2.36713 0.1 -0.4 0.1
O -0.26851 7.03555 7.47627 -3.5 1.1 3.9
O -0.67273 -11.44216 -6.19685 0.0 3.4 0.7
O -4.40920 11.86950 -0.65741 0.8 -1.4 1.8
O 0.80768 -9.32628 0.50054 -2.2 0.2 1.7
C -1.07631 7.34405 8.40251 1.6 -1.3 -3.1
C 8.32716 -4.55222 6.81046 -1.1 -0.4 0.4
C -0.23006 -9.32518 1.15942 1.8 -0.1 -1.6
C -1.02395 0.88809 0.72865 -1.0 1.5 0.1
C -0.55506 -0.37342 0.77150 1.2 -1.2 -0.1
C -2.17796 0.43439 -1.35203 0.3 -0.3 0.2
C -4.70175 -0.24966 -11.97183 0.3 0.7 1.1
C 3.92572 9.50223 0.27676 0.1 1.2 -0.5
C -1.67768 -8.91785 2.87410 -0.8 1.2 0.7
C -2.97927 0.57344 -10.38642 -1.6 -1.6 -0.2
C -3.69379 0.66402 -11.57170 -0.3 0.0 -0.9
C -1.70054 -0.87680 -1.28387 0.3 0.2 -0.4
C -3.16575 7.21099 9.63479 2.3 0.1 -0.6
C -1.55257 -9.97414 0.76350 1.0 -0.8 0.7
C -0.85118 -1.24181 -0.26343 -0.2 -0.5 0.3
C 6.17002 -4.79649 5.76540 -1.1 0.1 0.7
C 5.53516 -4.87321 7.02281 1.9 0.4 0.3
C 3.54128 9.78971 -2.06691 0.7 0.1 -0.7
C 4.01306 10.32368 -0.87145 -0.6 -1.4 0.2
C 2.96339 7.71922 -1.01816 1.5 -0.2 0.4
C 0.36241 -12.25962 -6.62299 1.9 0.0 -0.7
C -2.12386 8.00628 10.42770 0.0 0.7 1.2
C -2.23367 11.67188 0.94108 0.3 0.4 -0.3
C -3.47275 9.39821 0.20256 -0.5 -0.3 -0.2
C 6.34334 -4.81223 8.20121 -0.7 -0.1 -1.7
C 1.19215 -9.89723 -6.49088 0.5 -2.0 0.1
C 3.08214 8.49530 -2.17272 -1.0 -1.0 0.9
C 1.52852 -11.33574 -7.07769 0.4 0.7 -0.3
C -4.30000 -1.46402 -9.97536 1.6 0.0 0.7
C -2.31699 -10.04247 2.09617 -0.6 0.5 -0.6
C -1.85476 1.28989 -0.31629 -0.3 0.1 0.6
C 3.47252 8.19195 0.18329 -0.1 0.6 -0.2
C -3.32249 -0.54094 -9.59141 0.9 1.0 -0.4
C 7.52365 -4.63993 5.63574 1.2 0.1 1.6
C 7.73968 -4.66999 8.10350 -0.8 0.2 -1.6
C -5.04643 -1.29895 -11.11420 0.5 0.3 -0.9
C -0.25966 -10.05918 -6.17887 -4.6 2.5 0.1
C -0.90424 8.36970 9.50520 -2.1 -0.3 0.8
H -1.70971 11.12511 1.72506 -0.4 -0.4 0.0
H -2.21789 -7.97282 2.81769 0.0 0.2 -0.8
H 0.03145 8.38298 10.06413 0.0 -0.3 -0.5
H -2.95333 9.25527 -0.74501 0.1 0.6 0.0
H -1.77804 7.46242 11.30674 0.0 -0.3 -0.1
H -3.37035 -9.85421 1.88860 -0.1 0.0 0.3
H 7.90789 -4.55955 4.62962 0.4 0.0 0.1
H 9.39570 -4.40267 6.76316 0.1 0.0 -0.2
H -3.99911 7.83553 9.31300 0.1 -0.2 -0.3
H 1.49632 -9.02625 -7.07136 -0.7 -0.3 -0.4
H 4.49377 11.29041 -0.89891 -0.2 0.1 0.4
H 8.32912 -4.58598 9.00453 0.2 -0.1 -0.1
H -1.29722 -10.94624 0.34172 -0.2 0.1 -0.1
H -2.73579 0.79252 -2.20465 -0.3 -0.1 0.1
H -2.16321 12.71987 1.23237 -0.6 0.1 0.0
H -0.42191 -2.23204 -0.22377 -0.1 -0.2 -0.1
H -3.42393 1.44795 -12.26382 -0.1 0.1 -0.2
H -2.64280 8.87201 10.83919 0.4 0.3 0.0
H 1.67349 -9.69565 -5.53392 0.1 -0.4 0.2
H -0.00807 -12.89312 -7.42893 0.1 0.0 0.0
H 4.45659 -4.88042 7.07797 0.0 -0.2 0.1
H 4.17815 9.96376 1.21999 0.4 -0.3 0.2
H 2.79250 6.65423 -0.96359 -0.6 -0.1 -0.8
H 0.10360 -0.72761 1.55069 0.0 0.1 0.2
H -2.17740 1.25632 -10.14752 -0.1 0.0 0.1
H 1.64488 -11.31844 -8.16133 -0.5 0.3 -0.1
H 3.66365 10.31234 -3.00408 0.0 0.4 0.0
H -2.36259 2.23143 -0.16785 0.2 0.4 -0.6
H -5.20758 -0.08058 -12.91097 0.0 -0.1 -0.1
H -4.23755 -2.44246 -9.52243 -0.7 0.1 0.6
H 5.60068 -4.77487 4.84790 -0.3 -0.2 0.0
H 2.49947 -11.74034 -6.79193 -0.1 0.2 0.6
H 3.59762 7.47982 0.98555 -0.3 0.3 0.4
H 0.79141 -12.88645 -5.84123 -0.6 -0.1 0.4
H -4.39145 8.81586 0.13216 -0.1 0.1 0.1
H -1.67111 11.60172 0.01011 -0.1 -0.2 -0.1
H -2.67544 -0.65104 -8.73374 -0.3 -0.6 0.3
H -2.86856 8.95038 0.99154 0.0 0.3 0.2
H -2.26726 -10.93773 2.71594 0.3 -0.4 -0.7
H 5.79753 -4.85807 9.13200 0.4 0.0 0.3
H -2.00900 -9.37048 -0.02095 -0.2 0.0 0.2
H -5.73540 -2.09251 -11.36317 -0.2 0.2 -0.3
H -1.93875 -1.62774 -2.02261 -0.1 0.2 -0.3
H -3.51962 6.32070 10.15465 0.0 0.1 -0.1
H -0.82430 1.59893 1.51685 0.1 0.0 0.1
H -1.72741 -9.05577 3.95419 0.9 -0.5 0.0
H -1.10638 9.37264 9.12923 0.3 -0.1 -0.4
H 2.79818 8.02440 -3.10224 0.0 0.4 -0.3
```
Forces are in eV/Å.

Lowest unoccupied orbital energy in eV: 0.588
Maximum force in eV Å⁻¹: 5.5
E_tot in a.u.: -2401.512740
Spin multiplicity: 1
Orbital gap in eV: 9.576

***

# C38H49AgAs2N5O3

A molecular structure, C38H49AgAs2N5O3 (ωB97M-V with the def2-TZVPD basis set, the Open Molecules 2025 dataset).

Geometry as XYZ:
```
98
Properties=species:S:1:pos:R:3:forces:R:3
Ag 0.20143 -0.10836 -0.31591 -0.2 0.2 0.2
As -1.54027 1.53131 -2.20749 0.0 0.6 -0.4
As -1.61858 1.23075 1.18265 -0.1 0.4 0.5
O 3.40968 0.68476 -3.43768 0.1 -0.1 -0.3
O 1.54448 -0.71406 1.75825 -0.1 0.0 -0.2
O -2.09497 -3.49795 -2.24096 -0.2 -0.2 -0.3
N 0.55024 -1.15781 -2.38894 0.0 -0.1 -0.3
N 2.27263 0.67741 -1.43519 -0.5 -0.4 0.1
N -1.60424 -1.76576 -0.81022 0.3 0.3 -0.2
N 3.29083 -2.10585 1.53079 0.1 0.0 -0.2
N 2.84455 -0.89530 3.56150 0.1 0.2 0.2
C -1.20849 3.05021 1.86384 0.1 -0.1 -0.1
C -5.46861 2.67900 0.22159 -0.1 0.0 0.1
C 2.68840 2.57966 -0.04443 -0.1 -0.1 -0.1
C 5.11189 -0.15042 -1.12795 0.0 0.1 -0.1
C 4.61770 -2.59858 1.81247 0.2 0.0 0.3
C -2.44949 0.56229 2.84126 0.0 -0.1 -0.1
C -4.84406 -1.97998 0.95930 -0.1 0.0 0.2
C 4.46407 0.96925 -0.37137 -0.1 -0.1 -0.1
C 3.15500 1.40300 -0.66832 0.5 0.3 0.3
C 5.17853 1.60953 0.62607 0.2 0.1 0.1
C -2.18484 -2.63305 1.36638 0.1 0.0 -0.1
C -4.31863 2.43231 -1.85276 0.0 0.1 -0.3
C 1.37453 3.14623 -0.48067 0.0 -0.2 0.0
C -3.18281 1.95684 -1.20683 0.1 -0.1 0.1
C -0.38527 -1.97876 -2.85077 0.1 -0.3 -0.4
C 1.54123 -1.06820 -4.54919 0.1 0.1 0.1
C -3.20148 1.83091 0.18547 0.0 -0.1 -0.1
C -0.75664 -3.03390 1.55230 0.0 0.2 -0.1
C 3.90836 -1.34776 4.42446 0.1 -0.2 0.0
C 0.58794 -1.94503 -5.03794 -0.1 0.1 0.1
C -4.34927 2.19968 0.87770 -0.1 0.0 0.3
C 4.66893 2.69766 1.30799 0.2 0.1 0.1
C 2.72498 -2.44567 0.23120 -0.5 0.2 -0.2
C -2.57386 -2.07874 0.12950 -0.4 -0.2 0.3
C -1.35195 3.36518 -2.95934 0.1 -0.2 0.0
C -3.11365 -2.82034 2.37433 -0.2 0.0 0.1
C -4.44399 -2.48049 2.18733 -0.1 -0.1 0.1
C 2.55481 -1.21274 2.25227 -0.1 0.0 0.2
C -0.39952 -2.39749 -4.18124 0.0 -0.1 0.1
C 1.81315 -0.17990 4.29095 -0.2 0.1 -0.2
C 1.48121 -0.68370 -3.21254 0.1 -0.2 -0.4
C 2.50601 0.29885 -2.67842 0.1 0.4 0.4
C -2.29098 0.71405 -3.83321 0.0 -0.1 0.1
C -3.93775 -1.78965 -0.07286 0.1 0.0 -0.1
C -5.45748 2.78972 -1.15712 0.0 0.0 -0.1
C 3.43340 3.19899 0.93907 0.1 0.1 0.2
C -1.46378 -2.48022 -1.91162 -0.2 -0.1 0.6
C -4.41391 -1.31331 -1.41009 0.1 0.0 0.0
H 1.01101 0.07501 3.59885 0.1 0.0 0.2
H -5.88891 -1.73355 0.80014 0.0 0.0 -0.1
H -2.23112 3.66609 -3.52884 -0.1 0.0 0.0
H -5.16354 -2.61700 2.98685 0.0 0.0 0.0
H -6.34990 2.96468 0.78084 0.0 0.0 0.1
H -4.37722 2.10717 1.95757 0.0 0.0 0.0
H -3.27651 -0.09743 2.58582 0.0 0.0 0.0
H -2.03477 3.43947 2.46247 0.0 -0.1 0.0
H 2.32775 -1.55029 -0.25997 0.2 -0.3 0.0
H -1.19422 4.07755 -2.14920 0.0 -0.1 0.0
H 3.66101 -2.29633 4.92073 0.1 0.0 0.0
H -0.55438 -3.34300 2.57731 0.0 0.0 0.1
H 4.85194 -1.45247 3.90474 0.0 0.0 0.0
H 2.22462 0.73757 4.72062 0.0 0.0 0.0
H -1.04344 3.72344 1.02318 0.1 -0.1 0.0
H -1.58925 0.86792 -4.65583 0.0 0.0 0.1
H -1.71214 -0.03128 3.38193 0.1 0.0 -0.1
H 6.16939 1.24640 0.87162 0.1 0.0 0.0
H 0.60450 -2.25791 -6.07564 0.0 0.0 0.0
H 3.48141 -2.89695 -0.40205 0.1 0.0 0.0
H -2.79116 1.36253 3.49989 0.0 0.1 -0.1
H 4.49704 -1.04600 -1.13143 -0.1 -0.1 -0.1
H 5.33791 -1.78190 1.90753 0.1 -0.1 0.0
H -1.17980 -3.07004 -4.50600 0.0 0.0 0.1
H -2.39119 -0.35689 -3.66946 -0.1 0.0 0.0
H -6.32962 3.15713 -1.68459 0.0 0.0 0.0
H 5.24077 0.15169 -2.16757 0.0 -0.1 -0.1
H 4.93913 -3.21789 0.97799 0.0 0.1 0.0
H -0.11675 -2.18974 1.28503 0.1 -0.2 0.1
H -3.82062 -0.46133 -1.74636 -0.1 -0.1 0.0
H 1.41335 -0.80696 5.09773 0.0 0.0 0.0
H -0.47775 3.39013 -3.61147 0.0 0.0 0.0
H 4.64410 -3.22624 2.70673 0.1 0.0 0.0
H 1.38825 3.29294 -1.56175 -0.1 0.0 0.0
H 1.90382 -3.15352 0.34775 -0.1 0.0 -0.1
H -0.30220 3.01287 2.47094 0.0 0.0 0.0
H 6.08826 -0.38332 -0.70358 0.0 -0.1 0.1
H -0.52287 -3.85968 0.88075 0.1 -0.1 -0.1
H 2.33168 -0.66371 -5.16370 0.0 0.0 0.0
H -4.32567 2.54053 -2.93102 0.1 0.0 0.0
H 5.25201 3.17306 2.08385 0.0 0.1 0.1
H 4.05239 -0.59364 5.20142 0.0 0.0 0.0
H -2.79293 -3.23686 3.32407 0.0 0.0 0.0
H 3.04479 4.08329 1.43064 -0.1 0.1 0.0
H 0.57487 2.42423 -0.26593 0.1 0.3 -0.1
H -3.26045 1.12661 -4.11307 0.0 0.0 0.0
H -4.29364 -2.10910 -2.14539 0.0 0.0 -0.1
H 1.17449 4.09528 0.01805 -0.1 0.0 0.0
H -5.46395 -1.02712 -1.36584 0.0 0.1 0.0
```
Forces are in eV/Å.

Lowest unoccupied orbital energy in eV: 2.432
Charge: -1
Maximum force in eV Å⁻¹: 0.7
E_tot in a.u.: -6595.550966
Spin multiplicity: 1
Orbital gap in eV: 6.874